# 1
{
  "formula": "C8H29NO7",
  "method": "ωB97M-V/def2-TZVPD",
  "e_above_lowest_kcal_mol": 0.0,
  "orbital_gap_ev": 8.70,
  "species": ["C", "O", "C", "C", "N", "C", "C", "O", "C", "H", "H", "H", "H", "H", "H", "H", "H", "H", "H", "H", "H", "H", "H", "H", "O", "H", "H", "O", "H", "H", "O", "H", "H", "O", "H", "H", "C", "C", "O", "H", "H", "H", "H", "H", "H"],
  "xyz": [[1.1527, 0.1098, 1.3065], [-0.0521, 0.3016, 1.9952], [-0.8569, -0.8592, 1.9854], [-2.1817, -0.5389, 2.6314], [-2.0336, -0.5257, 4.0856], [-3.0055, 0.3254, 4.7702], [-4.4384, 0.0161, 4.4109], [-4.7889, -1.3026, 4.7357], [-6.1611, -1.5364, 4.5315], [1.0390, -0.1415, 0.2407], [1.7083, -0.7357, 1.7376], [1.7050, 1.0458, 1.3325], [-0.3374, -1.6667, 2.5223], [-0.9934, -1.2166, 0.9539], [-2.9102, -1.2994, 2.3382], [-2.5213, 0.4458, 2.2769], [-1.1034, -0.1995, 4.3148], [-2.8233, 1.3742, 4.4818], [-2.8576, 0.2217, 5.8450], [-4.6464, 0.2682, 3.3620], [-5.0526, 0.7085, 5.0175], [-6.3503, -2.5679, 4.8205], [-6.4364, -1.4079, 3.4779], [-6.7612, -0.8605, 5.1531], [-0.6147, 1.2174, -1.9282], [-1.0150, 0.5778, -1.3341], [0.2381, 0.8201, -2.1764], [3.5442, -2.0048, -2.5403], [3.0819, -2.7153, -2.0858], [4.1471, -2.4410, -3.1484], [1.9699, 0.2782, -2.3968], [2.5318, 0.9834, -2.0504], [2.5641, -0.4756, -2.5284], [3.6668, 2.4720, -1.2342], [4.3774, 2.4496, -0.5877], [3.7723, 3.3079, -1.6975], [3.2354, 0.6198, -5.1977], [3.4672, 0.6389, -6.6892], [4.7586, 1.1468, -7.0455], [4.1105, 0.1920, -4.7068], [2.3651, 0.0120, -4.9515], [3.0099, 1.6103, -4.8077], [2.7433, 1.2587, -7.2180], [3.3422, -0.3663, -7.1137], [5.4109, 0.4595, -6.8889]],
  "atomic_forces_ev_per_a": [[0.324, -0.311, -0.367], [-0.221, 0.057, -0.112], [0.118, -0.063, -0.290], [0.195, 0.038, 0.435], [-0.163, -0.253, 0.056], [0.542, -0.142, -0.517], [-0.280, 0.625, 0.609], [0.183, -0.067, -0.209], [0.125, -0.105, 0.052], [-0.414, 0.104, 0.084], [0.224, 0.286, 0.178], [0.157, -0.094, 0.245], [-0.134, -0.022, 0.086], [-0.084, 0.141, -0.002], [-0.083, 0.083, 0.057], [0.015, -0.103, -0.281], [0.001, 0.035, -0.017], [-0.251, 0.095, 0.201], [-0.038, 0.009, 0.022], [0.009, -0.279, -0.051], [-0.006, -0.057, -0.187], [-0.088, 0.013, 0.018], [-0.039, 0.061, 0.022], [-0.086, -0.043, -0.068], [-0.024, -0.030, -0.069], [-0.030, 0.033, 0.047], [-0.052, 0.013, 0.044], [0.095, -0.181, 0.054], [-0.030, -0.018, 0.037], [0.015, 0.034, -0.072], [0.071, 0.030, 0.134], [0.036, 0.119, 0.100], [-0.093, 0.024, -0.048], [-0.019, -0.045, -0.037], [0.017, -0.039, 0.029], [-0.042, 0.028, -0.038], [-0.339, -0.046, -0.183], [0.213, -0.255, -0.496], [-0.213, 0.108, -0.020], [-0.037, 0.089, 0.187], [0.035, -0.083, -0.021], [0.317, 0.062, 0.074], [0.017, 0.150, 0.144], [0.065, 0.005, 0.110], [-0.008, -0.006, 0.058]]
}



# 2
{
  "formula": "C18H56N4O10",
  "method": "ωB97M-V/def2-TZVPD",
  "e_above_lowest_kcal_mol": 7.0,
  "orbital_gap_ev": 9.34,
  "species": ["C", "O", "N", "N", "H", "H", "H", "H", "C", "O", "N", "N", "H", "H", "H", "H", "C", "C", "C", "O", "H", "H", "H", "H", "H", "H", "H", "H", "C", "C", "C", "O", "H", "H", "H", "H", "H", "H", "H", "H", "C", "C", "C", "O", "H", "H", "H", "H", "H", "H", "H", "H", "C", "C", "C", "O", "H", "H", "H", "H", "H", "H", "H", "H", "C", "O", "H", "H", "H", "H", "C", "O", "H", "H", "H", "H", "C", "O", "H", "H", "H", "H", "C", "O", "H", "H", "H", "H"],
  "xyz": [[12.6668, 8.8935, 8.2433], [11.6639, 9.0070, 8.9411], [13.6535, 8.0403, 8.5766], [12.9017, 9.5757, 7.1317], [14.5094, 8.4003, 8.1432], [13.6214, 7.6943, 9.5365], [12.1122, 10.1892, 6.9503], [13.8144, 9.7735, 6.7961], [11.2749, 13.2292, 16.0259], [12.1058, 13.1379, 16.9215], [10.9822, 12.3181, 15.0684], [10.5569, 14.3721, 15.8443], [10.2189, 12.3506, 14.3651], [11.2942, 11.4003, 15.3245], [10.8493, 15.2534, 16.2435], [9.9404, 14.4551, 15.0520], [11.4146, 9.0991, 17.0444], [10.4998, 10.0761, 17.7470], [9.4486, 9.3747, 18.6609], [11.2616, 10.8916, 18.5702], [12.1690, 9.7050, 16.4938], [10.8910, 8.5670, 16.2989], [11.9882, 8.3882, 17.6857], [9.9802, 10.6680, 17.0002], [9.9264, 9.0650, 19.5782], [9.0590, 8.5138, 18.0987], [8.5874, 10.0132, 18.8541], [11.7552, 11.4924, 17.9938], [10.5829, 6.1889, 11.0974], [11.5871, 6.8758, 12.0637], [12.2518, 5.8433, 12.8592], [12.6602, 7.6137, 11.3981], [11.0494, 5.3916, 10.5366], [10.0617, 6.8149, 10.4052], [9.7262, 5.7776, 11.7315], [10.9773, 7.5623, 12.6097], [12.5383, 5.1032, 12.1408], [11.5455, 5.3550, 13.5160], [13.1223, 6.1160, 13.5024], [12.1999, 8.0804, 10.6543], [7.2931, 8.9118, 14.8382], [6.6327, 8.9671, 13.4907], [5.4146, 9.9459, 13.6540], [7.6508, 9.4168, 12.5961], [7.9141, 9.8210, 14.9887], [7.8548, 7.9765, 14.9878], [6.5469, 8.9635, 15.6310], [6.2614, 8.0057, 13.2606], [4.6026, 9.6166, 14.3198], [4.9377, 9.9601, 12.6959], [5.6702, 10.9488, 13.9245], [7.2231, 9.4657, 11.6938], [6.9538, 13.1329, 12.1531], [7.6131, 13.9227, 13.2649], [7.1371, 13.2911, 14.5930], [9.0193, 13.8180, 13.2466], [7.0901, 13.4991, 11.1295], [5.8871, 12.9985, 12.3349], [7.3891, 12.1203, 12.1975], [7.3636, 14.9556, 13.2231], [7.2796, 13.8127, 15.5403], [7.4379, 12.2594, 14.6887], [6.0673, 13.1921, 14.6441], [9.4710, 14.0405, 12.3949], [10.7926, 10.6036, 12.4685], [10.2514, 9.8634, 13.5357], [11.3176, 9.9704, 11.7629], [10.0184, 11.1297, 11.9056], [11.4880, 11.3461, 12.8877], [9.3112, 9.7290, 13.3869], [8.0481, 9.1648, 9.3296], [7.2043, 10.2150, 9.8784], [9.0997, 9.2992, 9.6229], [7.6386, 8.2297, 9.8198], [8.0592, 9.0875, 8.2526], [7.7060, 10.9935, 10.1435], [14.1400, 9.1413, 13.9273], [14.2240, 9.9718, 12.7716], [13.9908, 9.8331, 14.7792], [13.2324, 8.5158, 13.8391], [14.9818, 8.4699, 14.1578], [14.0395, 9.3860, 12.0492], [10.7007, 12.3201, 8.8532], [10.1003, 11.6807, 7.7180], [9.9743, 12.6793, 9.5619], [11.2470, 11.5440, 9.4724], [11.4671, 13.0329, 8.4422], [10.3324, 10.7636, 7.8106]],
  "atomic_forces_ev_per_a": [[0.304, -0.980, 1.736], [-1.062, 0.252, -0.166], [1.194, 0.121, -0.255], [-1.977, 1.301, -1.023], [0.062, -1.189, 0.944], [0.540, 0.042, -0.396], [0.811, 0.291, -0.563], [0.324, 0.158, -0.347], [-0.414, 1.803, -0.445], [-0.045, -0.900, -0.198], [-0.031, -1.444, -0.233], [-0.586, 1.266, 0.034], [0.799, 0.437, 1.200], [0.007, -0.435, -0.396], [0.167, -0.546, 0.219], [0.095, -0.161, -0.098], [1.402, 0.468, 0.005], [-0.643, -1.276, 1.154], [0.175, 0.116, -1.637], [0.377, 0.851, 0.578], [-0.218, -0.392, 0.303], [-0.681, -0.882, -0.910], [-0.651, 0.645, -0.136], [-0.284, 0.133, -0.318], [0.052, -0.145, 0.243], [0.089, -0.033, 0.356], [0.178, 0.190, 0.232], [0.167, 0.384, 0.194], [-0.642, -0.470, 1.476], [-0.363, 0.631, -1.562], [0.717, -0.917, 1.528], [-1.315, 0.199, -1.124], [0.120, -0.354, -0.097], [0.055, 0.917, -0.486], [1.263, 0.197, -0.652], [-0.039, 0.755, 0.813], [0.705, -0.704, -0.202], [-0.328, -0.134, 0.246], [-0.658, 0.238, -0.760], [0.312, -0.095, 0.683], [0.487, -0.124, 0.981], [-0.292, 2.171, 2.221], [0.015, -1.173, -1.074], [-1.703, -0.200, -1.448], [-0.060, -0.680, -0.116], [0.216, 0.534, -0.035], [-0.067, -0.195, 0.007], [-0.370, -1.145, -0.762], [0.684, -0.341, 0.126], [-0.450, 0.458, -0.856], [0.500, 0.494, 0.177], [0.863, 0.262, 0.873], [0.250, -0.869, -0.370], [-0.688, -1.046, 0.625], [-0.473, 0.344, 0.267], [1.654, -0.131, -0.626], [0.089, 0.282, 0.230], [0.006, 0.224, -0.077], [-0.134, 0.159, -0.044], [-0.490, 0.999, -0.007], [0.983, 0.249, -0.257], [0.733, -0.271, -0.024], [-0.800, 0.194, -0.665], [-1.078, -0.144, 0.924], [0.116, 0.460, 0.030], [0.239, -0.048, 0.496], [0.276, -0.215, -0.129], [-0.188, 0.143, 0.005], [-0.067, -0.284, -0.371], [-0.200, -0.145, -0.317], [-0.082, -0.385, 1.775], [0.096, -0.421, -0.363], [-0.290, -0.101, 0.160], [0.699, 0.786, -0.908], [-0.568, 0.194, -0.332], [0.224, -0.168, -0.335], [-1.201, 0.416, 0.686], [0.691, -0.117, 0.678], [0.186, -0.477, -0.323], [0.328, 0.189, 0.235], [0.130, 0.401, -0.470], [-0.244, -0.419, -0.763], [1.954, -1.410, -0.207], [-0.077, 0.539, 0.375], [-0.450, 0.897, -0.170], [-0.250, 0.760, -0.763], [-1.008, -0.179, 0.919], [-0.164, -0.805, 0.081]]
}



# 3
{
  "formula": "C5H11NO",
  "method": "ωB97M-V/def2-TZVPD",
  "e_above_lowest_kcal_mol": 166.4,
  "orbital_gap_ev": 4.09,
  "species": ["C", "C", "C", "C", "N", "C", "O", "H", "H", "H", "H", "H", "H", "H", "H", "H", "H", "H"],
  "xyz": [[0.6929, 1.8017, 0.1147], [-0.8280, 2.0037, -0.0055], [-1.3790, 0.8364, 0.7107], [-1.3808, -0.3739, -0.0042], [2.4363, -0.8431, -0.6709], [1.4811, -1.8504, -0.3680], [-1.2570, -1.5015, 0.4960], [0.8937, 1.4503, 1.1264], [1.2602, 2.7131, -0.0800], [1.0248, 1.0143, -0.5639], [-1.1008, 3.0103, 0.3283], [-1.2684, 2.0028, -1.0095], [-1.4184, 0.8561, 1.7942], [-1.4010, -0.2839, -1.0984], [2.4326, -0.7816, -1.6954], [1.9132, -2.7738, 0.0432], [0.8588, -2.1548, -1.2222], [0.7445, -1.5147, 0.3973]],
  "atomic_forces_ev_per_a": [[0.467, 0.146, -0.384], [-1.316, 0.285, -0.518], [0.303, 0.254, -0.094], [-0.238, 0.546, 0.129], [-0.875, -0.970, 0.220], [0.086, 0.338, -1.207], [0.348, -0.483, 0.310], [0.321, 0.058, -0.019], [-0.060, 0.125, 0.100], [-0.018, 0.041, 0.073], [0.021, -0.318, 0.720], [0.781, -0.225, -0.314], [-0.041, -0.262, 0.001], [-0.015, 0.110, -0.201], [0.010, 0.419, 0.174], [0.186, 0.185, 0.465], [0.172, -0.056, 0.085], [-0.133, -0.193, 0.461]]
}



# 4
{
  "formula": "C31H39MgN3OPSbSe4",
  "method": "ωB97M-V/def2-TZVPD",
  "e_above_lowest_kcal_mol": 0.0,
  "charge": 2,
  "orbital_gap_ev": 5.62,
  "species": ["Mg", "C", "C", "C", "C", "C", "C", "C", "C", "C", "C", "H", "H", "H", "H", "H", "H", "H", "H", "H", "H", "H", "H", "H", "H", "O", "N", "C", "C", "C", "C", "C", "C", "C", "P", "C", "C", "C", "C", "C", "C", "C", "C", "C", "C", "C", "C", "H", "H", "H", "H", "H", "H", "H", "H", "H", "H", "H", "H", "H", "H", "H", "H", "Se", "Sb", "Se", "Se", "Se", "N", "C", "C", "N", "H", "H", "H", "H", "H", "H", "H", "H", "H"],
  "xyz": [[-0.9505, 0.0354, 0.7254], [-1.3366, 0.0029, -4.4504], [-2.7968, 0.4584, -4.2320], [-3.6902, -0.7965, -4.2123], [-3.0012, 1.2677, -3.0051], [-1.9350, 1.6002, -2.1509], [-2.0807, 2.4118, -1.0274], [-3.3695, 2.8540, -0.7261], [-3.6423, 3.6864, 0.4924], [-4.4309, 2.5283, -1.5398], [-4.2342, 1.8168, -2.6979], [-1.3191, -0.5046, -5.4240], [-0.9535, -0.6931, -3.7074], [-0.6538, 0.8512, -4.5099], [-3.1293, 1.0827, -5.0679], [-3.4966, -1.4224, -3.3188], [-3.4528, -1.4139, -5.1221], [-4.7539, -0.5440, -4.2314], [-0.9689, 1.1598, -2.3520], [-1.2373, 2.7740, -0.4509], [-4.4675, 4.3620, 0.2074], [-2.7392, 4.2305, 0.8131], [-3.9623, 3.0828, 1.3744], [-5.4378, 2.7596, -1.1977], [-5.0897, 1.5613, -3.2816], [-2.9258, -1.6010, -0.4730], [-1.4500, -1.6738, -0.3877], [-1.0981, -2.7898, -0.9737], [0.1786, -3.2011, -1.4863], [0.1718, -4.0954, -2.5885], [1.3617, -4.5129, -3.1535], [2.5535, -3.8907, -2.7763], [2.5389, -2.9216, -1.7802], [1.3895, -2.5875, -1.0559], [1.3416, -1.4064, 0.3801], [2.9620, -0.5523, 0.3959], [3.9305, -0.7206, 1.4229], [5.1690, -0.0620, 1.3554], [5.4831, 0.7728, 0.2507], [4.5316, 0.9238, -0.7561], [3.3128, 0.2380, -0.7189], [1.1790, -2.4469, 1.9033], [0.8243, -1.8256, 3.1061], [0.5296, -2.6207, 4.2381], [0.6412, -4.0014, 4.1936], [0.9421, -4.6056, 2.9519], [1.2680, -3.8557, 1.8405], [-3.2023, -0.9261, 0.2139], [-1.8857, -3.5257, -1.0773], [-0.8322, -4.4400, -2.9338], [1.4030, -5.3187, -3.8735], [3.5056, -4.1673, -3.1927], [3.4807, -2.4129, -1.4821], [3.6760, -1.4013, 2.2349], [5.8789, -0.2721, 2.1547], [6.4744, 1.2400, 0.1504], [4.7373, 1.5805, -1.6124], [2.6539, 0.3381, -1.5708], [0.8126, -0.7453, 3.2311], [0.1585, -2.1277, 5.1504], [0.5013, -4.6140, 5.0795], [0.9655, -5.6653, 2.8447], [1.5917, -4.3452, 0.9490], [-4.1273, 1.6313, 6.2741], [-2.3869, 1.6221, 4.5594], [0.1219, 2.0061, 5.4320], [-1.1002, 3.9967, 4.6676], [-2.8849, 0.1291, 2.4890], [1.9236, 4.0344, 2.9009], [2.0491, 3.6629, 1.4316], [0.7851, 2.9933, 0.9048], [0.6125, 1.6276, 1.4206], [2.8472, 4.4629, 3.2237], [1.6714, 3.2425, 3.5276], [1.1421, 4.6977, 3.1290], [2.9251, 3.0195, 1.2702], [2.2367, 4.6024, 0.8811], [0.9155, 2.9338, -0.1843], [-0.0881, 3.6409, 1.1256], [0.1848, 1.6221, 2.3701], [1.5481, 1.1626, 1.5156]],
  "atomic_forces_ev_per_a": [[0.719, 0.290, -0.150], [-0.521, 0.452, -0.957], [0.283, -1.128, -0.063], [0.252, -0.644, -0.621], [0.916, 1.012, 0.888], [0.203, -0.593, -0.047], [-0.909, -0.281, -0.497], [0.447, 0.306, 1.165], [-0.259, 0.028, 0.398], [-0.282, -0.184, 0.266], [-0.102, -0.694, 0.279], [0.219, 0.062, 0.258], [-0.207, -0.110, 0.261], [0.040, 0.001, -0.037], [0.264, -0.115, -0.124], [-0.045, 0.355, -0.354], [-0.393, 0.506, 0.830], [0.143, -0.103, 0.001], [0.255, 0.165, -0.206], [-0.048, -0.152, -0.076], [0.523, 0.052, 0.636], [-0.416, 0.115, -0.179], [0.074, 0.251, -0.673], [0.149, 0.287, -0.318], [-0.430, -0.023, -0.534], [1.084, 0.538, 1.207], [-1.753, -1.106, -1.235], [-1.277, 0.992, 1.130], [1.380, 0.792, -0.393], [-1.161, 0.131, 1.072], [0.614, 0.151, -0.130], [-0.691, 0.018, 0.460], [0.784, 0.929, 1.232], [-0.265, -0.493, -0.535], [0.313, -0.216, 0.050], [1.152, -0.337, -0.200], [-0.547, 0.367, -0.691], [-0.285, -0.033, -0.490], [-0.181, -0.640, 0.731], [-0.019, 0.138, -0.312], [0.105, 0.276, 0.747], [0.411, -0.101, -0.395], [-0.181, -1.000, 0.395], [-0.017, 0.733, 0.063], [-0.032, -0.122, -1.086], [0.271, 0.553, 0.777], [-0.459, 1.147, 0.603], [0.201, -1.020, -0.972], [-0.459, 0.205, -0.508], [1.104, -0.005, 0.244], [-0.221, 0.150, -0.175], [0.071, -0.125, -0.278], [-0.612, -0.562, -0.351], [0.289, 0.227, -0.011], [0.001, 0.254, -0.297], [-0.624, -0.190, 0.208], [0.007, -0.440, 0.350], [-0.225, -0.007, -0.007], [-0.197, 0.014, -0.192], [0.495, -0.258, -0.405], [-0.216, 0.140, -0.183], [0.101, -0.654, 0.209], [-0.012, -0.206, -0.534], [1.200, -0.119, -1.218], [-0.357, 0.355, 0.813], [-0.845, -0.081, -0.713], [-0.254, -1.027, -0.383], [0.878, 0.848, 0.757], [1.006, 0.684, 0.643], [-0.244, 0.600, -0.213], [0.327, 0.385, -0.012], [-0.242, -0.618, 1.000], [-1.570, -0.690, -0.260], [0.350, -0.082, -0.254], [0.567, -0.315, -0.564], [-0.162, 0.109, 0.425], [-0.133, -0.374, 0.333], [-0.138, 0.109, 0.233], [0.317, -0.597, -0.112], [0.539, 0.311, -0.458], [-1.062, 0.407, -0.260]]
}